Entry 1:
31
Properties=species:S:1:pos:R:3:forces:R:3 method="wB97M-V/def2-TZVPD" multiplicity=1 e_above_lowest_kj_mol=211.2 charge=+2 gap_ev=9.913 homo_energy_ha=-0.5933 energy_ev=-85592.22679
C 4.26701 -1.38590 -0.28140 -4.44 -1.99 0.59
C 6.28460 0.01441 -0.36690 -2.37 -1.57 -0.24
C 3.28328 -1.11528 0.62031 1.43 -2.68 -1.16
C -4.36559 0.18551 -0.63761 -0.74 1.97 1.00
C -3.20303 0.27720 -1.63878 -1.38 -1.20 -2.39
C -3.82674 0.85183 0.66881 -0.29 -0.28 0.50
C -1.88943 -0.19416 -1.06633 1.75 -1.17 0.05
C -2.55389 0.16834 1.23462 -3.17 3.56 0.20
C -0.20387 0.21817 0.78658 1.00 -0.11 0.76
N 5.30275 -0.57038 -0.39258 1.70 0.72 -0.48
N 0.03380 -0.79007 1.47013 0.74 0.19 -0.65
N 7.29798 0.71576 -0.37818 5.21 2.11 -0.94
N -1.53044 0.49047 0.25748 -0.31 0.98 -0.02
Br 1.07165 1.62642 0.58422 -0.74 -0.42 -0.16
H 4.15414 -2.24252 -1.03154 0.51 1.45 1.16
H 2.55824 -1.90525 0.77462 -0.34 0.27 -0.44
H 3.31441 -0.42760 1.41290 0.31 1.26 0.51
H -5.35612 0.83890 -0.83073 2.33 -1.85 -0.41
H -4.64229 -0.87513 -0.39496 0.13 0.99 -0.33
H -3.40418 -0.45666 -2.55965 0.51 1.76 1.76
H -3.12075 1.30826 -2.03417 0.03 -0.52 0.11
H -3.71868 1.97142 0.74344 -0.05 -0.94 -0.79
H -4.58376 0.63875 1.38224 -0.73 0.00 0.96
H -1.90809 -1.32000 -0.80539 0.26 1.77 -0.63
H -0.98759 0.12104 -1.67137 -1.18 -0.92 0.05
H -2.51723 0.50887 2.26441 1.41 0.60 -0.07
H -2.83272 -0.79746 1.33498 0.07 -3.61 -0.37
H -0.71712 -1.46784 1.48191 -0.28 -0.22 0.28
H 7.21478 1.71224 -0.17772 0.17 -0.20 0.01
H 8.22442 0.39286 -0.82350 -1.94 0.54 1.01
H -1.64555 1.50779 0.07416 0.39 -0.48 0.14

***

Entry 2:
45
Properties=species:S:1:pos:R:3:forces:R:3 method="wB97M-V/def2-TZVPD" multiplicity=1 e_above_lowest_kj_mol=235.4 gap_ev=9.970 homo_energy_ha=-0.3885 energy_ev=-31199.22622
O 2.98455 1.58475 1.14362 1.60 -0.52 0.04
H 2.17973 1.66953 0.67528 -1.59 0.25 -0.87
H 2.71607 1.89321 1.99728 -0.11 0.37 0.89
O -2.66442 -1.41736 -1.01762 -1.56 0.71 1.05
H -1.96020 -1.86510 -1.43531 1.45 -1.01 -0.73
H -2.52638 -1.55102 -0.05991 0.02 -0.02 -0.65
O -1.81244 1.51182 2.61695 -1.51 0.77 -0.83
H -1.08984 1.85740 3.12008 0.98 0.15 0.80
H -2.24336 2.33446 2.28044 0.51 -0.99 0.29
O -0.64930 2.54555 -0.42020 -0.19 1.35 -0.21
H -0.64743 1.60769 -0.46009 0.62 -1.71 0.46
H -1.30595 2.66686 -1.11013 -0.25 0.64 -0.19
O 2.09282 0.36453 -1.23596 -2.20 1.42 -3.52
H 2.70468 0.31425 -0.58277 2.98 -0.67 3.68
H 2.42752 1.14304 -1.73319 -0.55 -0.55 0.15
O 0.63099 2.90468 2.07595 1.71 1.33 1.44
H -0.11896 2.59015 1.61488 -1.22 -0.28 -1.50
H 0.75503 3.85174 1.86547 -0.34 -0.93 -0.07
O -3.29611 1.29521 0.01820 -0.09 -0.39 -0.27
H -3.66710 1.73400 0.77957 -0.15 0.13 0.28
H -2.74863 0.58078 0.37248 -0.03 0.38 -0.13
O 2.87520 -2.30331 -2.06918 -0.01 -0.55 0.30
H 2.52376 -1.62091 -1.48912 0.08 0.47 -0.13
H 2.29555 -3.04171 -1.86039 0.23 -0.19 -0.29
O -0.01688 -0.06234 0.62089 0.68 1.37 0.99
H 0.18596 -0.50493 -0.18729 0.01 -0.65 -0.86
H -0.74106 -0.43245 1.12973 -0.50 -0.16 -0.53
O 0.88847 -0.13980 3.36634 0.68 -0.44 1.59
H 0.68305 0.03925 2.47274 -0.49 0.50 -1.90
H 1.85433 -0.11233 3.34372 -0.12 -0.10 0.23
O -0.13086 -2.22976 -1.92121 -0.27 -0.13 -0.31
H -0.06352 -2.63860 -2.80757 0.26 0.05 0.89
H 0.13187 -2.86079 -1.23900 -0.02 -0.16 -0.51
O -2.04572 -1.30752 1.63704 -1.78 1.02 -0.89
H -2.92701 -1.11215 2.00097 0.61 -0.10 0.25
H -1.61513 -1.94166 2.15812 0.62 -1.44 1.53
O -1.33380 0.60966 -2.49585 0.97 0.92 -1.30
H -1.16122 0.14942 -3.32754 0.03 0.44 0.19
H -1.82783 -0.01329 -2.00287 -1.27 -1.00 1.18
O 1.38096 -0.19640 -3.80361 0.73 0.39 -1.02
H 1.46723 -0.08835 -2.84800 -0.81 -0.62 -0.14
H 0.56259 -0.58444 -4.11026 0.00 0.05 0.62
O 2.02464 -2.12816 1.00933 0.44 0.14 -0.31
H 2.07665 -2.95377 0.53896 0.46 -0.59 -0.23
H 1.15147 -2.14185 1.37901 -0.65 0.38 0.56

***

Entry 3:
32
Properties=species:S:1:pos:R:3:forces:R:3 method="wB97M-V/def2-TZVPD" multiplicity=1 e_above_lowest_kj_mol=213.6 gap_ev=9.844 homo_energy_ha=-0.3532 energy_ev=-18726.35940 smiles="CC[C@H](CN)NC=O.O.O.O.O"
C 1.38805 -2.07074 -0.81916 -1.22 1.29 -1.70
C -0.02368 -1.75830 -1.33802 -0.88 2.04 -0.54
C -0.90284 -0.99344 -0.31238 -0.82 -1.08 0.95
C -2.36694 -1.11344 -0.81781 -0.40 -1.19 -1.31
N -3.04483 -2.33753 -0.31906 0.92 0.31 0.47
N -0.55630 0.39689 0.04798 -0.45 -1.42 -2.36
C -0.90145 1.33375 -0.86352 0.36 1.28 2.28
O -0.66903 2.52465 -0.66641 0.13 -0.18 -0.84
H 1.84760 -1.05894 -0.89645 0.27 -0.97 0.91
H 1.91510 -2.68382 -1.54291 0.15 -0.30 0.23
H 1.25307 -2.54151 0.15159 0.73 0.23 0.13
H -0.12638 -1.00478 -2.17125 1.16 -0.71 0.21
H -0.62282 -2.56018 -1.76101 0.19 -0.61 0.57
H -0.84350 -1.49894 0.65732 -0.15 -0.25 -0.04
H -2.92890 -0.19213 -0.73354 -0.25 0.16 0.73
H -2.37656 -1.32624 -1.91558 0.45 0.69 0.46
H -4.04735 -2.26336 -0.24092 0.02 0.18 0.04
H -2.64337 -2.62177 0.56762 -0.39 0.07 0.04
H 0.11157 0.56433 0.78385 -0.05 0.35 0.01
H -1.52779 0.98052 -1.68319 0.18 -0.08 -0.31
O 1.57511 2.92109 -2.43926 -0.56 -0.13 1.02
H 1.90885 3.04635 -1.53906 0.59 0.17 -0.35
H 0.64226 2.85913 -2.15314 -0.01 0.07 -0.66
O -0.81162 2.12986 2.99370 0.23 0.05 -0.07
H -0.33406 2.85571 2.55411 -0.65 -0.23 0.37
H -1.55096 2.49119 3.50595 0.48 0.14 -0.38
O 2.57134 0.75791 0.88535 -0.21 0.50 -1.87
H 2.53148 0.43896 -0.03062 -0.06 -0.58 0.36
H 2.74776 1.68211 0.67356 0.14 0.30 0.79
O 2.92617 0.23970 3.38833 -0.87 -0.04 -0.70
H 2.75510 0.09770 2.42417 0.68 0.06 1.11
H 2.10492 0.70525 3.60975 0.30 -0.11 0.40

***

Entry 4:
18
Properties=species:S:1:pos:R:3:forces:R:3 method="wB97M-V/def2-TZVPD" multiplicity=8 charge=+4 gap_ev="4.810 / 6.930" homo_energy_ha="-0.8259 / -0.8260" energy_ev=-78536.81730
Pr -1.47213 -0.13420 -3.97437 0.78 -1.03 0.28
Dy 0.65648 -0.12641 0.48926 0.44 -2.77 1.97
Cl 0.37237 -1.80562 -3.40372 -1.08 1.17 -0.35
Cl -1.38908 0.04470 -0.96982 -0.09 0.24 -0.01
C 0.65079 2.17622 0.38813 -0.52 9.91 0.47
C -1.39695 -1.21077 -6.36742 0.61 -3.16 -5.91
C -2.52556 0.89671 -6.35631 -2.09 1.99 -4.68
O 0.55585 3.34520 0.44511 0.60 -7.32 -0.41
O -1.37815 -1.61190 -7.45745 -0.04 1.95 5.54
O -2.90023 1.14458 -7.41953 1.61 -1.00 4.75
N -0.03438 -0.29360 4.70989 0.76 0.20 -1.81
C 1.03380 -0.22090 3.89936 0.68 -1.33 2.99
N 2.27812 -0.33572 4.38039 -1.23 0.49 -1.24
O 0.88475 -0.18787 2.61423 -0.62 0.24 -3.12
H 0.07619 -0.42760 5.71392 -0.30 -0.02 -0.29
H -0.90831 -0.49493 4.21867 0.15 0.33 0.94
H 3.03536 -0.49511 3.72761 0.07 0.26 0.41
H 2.46109 -0.26279 5.36205 0.28 -0.14 0.47

***

Entry 5:
12
Properties=species:S:1:pos:R:3:forces:R:3 method="wB97M-V/def2-TZVPD" multiplicity=1 e_above_lowest_kj_mol=306.8 gap_ev=10.635 homo_energy_ha=-0.3645 energy_ev=-8337.28144 smiles="C1=CC1.O=CO"
C 0.55123 1.23752 -0.00872 -0.36 0.08 -0.38
C -0.30565 1.15929 -0.97555 0.33 0.06 0.42
C 0.94040 0.34046 -1.14746 0.26 -0.19 -0.19
H 0.83659 1.60547 0.96175 -0.06 0.05 -0.11
H -1.25754 1.42771 -1.40006 0.09 0.00 0.03
H 1.71323 0.65415 -1.85075 -0.09 0.01 0.07
H 0.90807 -0.75288 -1.03705 -0.06 0.20 -0.01
O -2.22872 -0.90899 1.24506 0.58 -0.09 -0.06
C -1.08767 -1.14400 0.97411 -0.52 -0.08 0.07
O -0.07299 -0.92525 1.83553 -0.01 -0.07 -0.03
H -0.76276 -1.58467 0.01513 -0.07 0.07 0.10
H 0.76581 -1.10881 1.38801 -0.10 -0.02 0.08

***

Entry 6:
96
Properties=species:S:1:pos:R:3:forces:R:3 method="wB97M-V/def2-TZVPD" multiplicity=1 e_above_lowest_kj_mol=492.2 gap_ev=10.639 homo_energy_ha=-0.3983 energy_ev=-101418.41529 smiles="O=C1OC[C@@H](F)O1.O=C1OC[C@@H](F)O1.O=C1OC[C@@H](F)O1.O=C1OC[C@@H](F)O1.C[N+](=O)[O-].C[N+](=O)[O-].C[N+](=O)[O-].C[N+](=O)[O-].C[N+](=O)[O-].C[N+](=O)[O-].C[N+](=O)[O-].C[N+](=O)[O-]"
O 3.94944 -9.36686 1.69298 0.80 0.50 -1.47
C 4.54749 -8.52289 1.07355 -2.76 -0.24 2.44
O 5.80589 -8.21716 1.28420 2.56 -1.48 0.60
C 6.25151 -7.24821 0.39274 0.75 1.13 -0.05
C 4.97673 -6.53209 0.13366 -0.96 -0.54 -0.84
F 4.90746 -6.27663 -1.16590 -0.21 1.06 -1.79
O 3.95106 -7.53694 0.35593 0.97 0.83 0.18
H 7.01327 -6.58093 0.79593 -0.15 -0.25 0.68
H 6.70360 -7.58841 -0.53891 -0.40 -0.70 -0.05
H 4.85708 -5.59272 0.67343 -0.60 -0.26 0.31
O -4.72949 8.86719 4.71625 2.44 -1.43 -0.99
C -3.62266 8.47936 4.34955 -4.16 -0.05 2.94
O -2.77422 9.24154 3.78197 3.58 2.15 -2.89
C -1.48744 8.56406 3.59191 -0.06 -0.50 1.61
C -1.85926 7.13721 3.87479 -2.17 0.30 -0.58
F -0.97979 6.48092 4.62703 0.42 -0.32 -0.01
O -3.08040 7.27677 4.60767 -0.08 -0.96 0.09
H -0.94291 8.62754 2.64981 -0.71 0.83 -0.09
H -0.84416 8.78738 4.44303 0.17 0.79 -0.20
H -2.14919 6.63669 2.95093 0.56 -0.80 0.12
O -5.39552 4.94136 -2.88618 0.13 -0.35 0.59
C -5.88083 5.73195 -3.60700 -0.80 -0.25 -0.78
O -7.12161 5.62931 -4.17626 0.70 1.65 -0.21
C -7.21443 6.72538 -5.12648 -0.67 -0.62 -0.86
C -6.00147 7.63513 -4.91748 -1.71 -2.21 -0.30
F -6.41080 8.79907 -4.36921 0.63 0.32 0.50
O -5.21455 6.82804 -4.05957 0.36 1.49 -0.51
H -7.21610 6.30935 -6.13396 0.44 -0.36 0.01
H -8.15438 7.27702 -5.14339 -0.05 -0.07 1.01
H -5.60157 7.80235 -5.91759 0.97 0.40 0.54
O 3.21904 -1.51244 5.51334 -0.12 -0.27 -0.12
C 3.10229 -2.63361 5.88618 -0.24 1.30 0.97
O 2.87208 -2.98873 7.18527 0.52 0.24 -0.07
C 3.25208 -4.34386 7.29034 -0.65 -0.91 1.27
C 2.94319 -4.89187 5.93955 2.69 0.71 -0.42
F 1.70676 -5.27468 5.85152 -3.20 -0.37 -0.30
O 3.16806 -3.72048 5.13258 0.10 -1.81 -1.06
H 4.27839 -4.47672 7.63261 0.13 0.21 -0.30
H 2.60107 -4.87935 7.98137 0.00 0.32 0.29
H 3.50214 -5.77324 5.62515 0.78 0.58 -0.30
C -1.83718 -0.99299 -5.45201 -0.62 0.59 0.09
N -3.16574 -1.66458 -5.24132 -0.43 -0.93 -1.04
O -3.46507 -2.02599 -4.13013 0.35 0.41 0.67
O -3.83628 -1.93574 -6.22583 0.42 0.58 0.02
H -1.79191 -0.58087 -6.46008 0.00 -0.62 -0.02
H -1.10184 -1.76284 -5.21811 0.08 0.38 -0.07
H -1.81439 -0.12728 -4.79010 0.22 -0.40 0.36
C 0.14059 0.73100 0.75127 -0.75 -0.37 -0.35
N 0.69671 -0.18993 -0.29257 1.35 -1.67 -1.55
O 0.47021 -1.40413 -0.23801 -0.34 1.71 0.67
O 1.39715 0.27274 -1.20261 -1.07 0.32 1.48
H -0.25232 0.14069 1.57908 0.69 -0.06 0.04
H -0.76272 1.15036 0.30824 0.25 0.34 -0.26
H 0.87327 1.50102 0.99280 -0.14 -0.30 -0.04
C -6.23578 -2.21186 2.20988 0.63 -0.06 -0.39
N -7.23678 -2.62079 1.17485 -2.55 -1.78 -1.05
O -7.74737 -1.74731 0.44797 1.47 -1.70 1.64
O -7.57806 -3.85364 1.12994 1.36 3.66 0.21
H -6.52438 -1.27212 2.68074 -0.30 -0.29 -0.11
H -5.29908 -2.03183 1.68234 -0.10 0.06 -0.19
H -6.03961 -3.02924 2.90378 -0.51 0.12 -0.12
C -1.97265 -7.62673 -1.95398 -0.32 -0.53 0.01
N -2.08799 -8.96049 -2.63076 0.96 -0.81 -1.29
O -1.27456 -9.78756 -2.24285 -0.73 0.08 -0.15
O -2.82885 -9.12281 -3.60939 0.68 0.64 1.78
H -1.37071 -7.01564 -2.62652 -0.59 0.22 -0.10
H -1.38163 -7.76565 -1.04873 -0.34 -0.16 -0.07
H -3.00214 -7.32729 -1.75748 0.35 0.55 -0.17
C -3.03675 -2.61444 9.45904 1.14 -1.02 -0.77
N -2.30300 -1.50704 8.68991 -1.84 0.92 1.78
O -2.39205 -1.48899 7.49612 0.29 -0.81 -1.09
O -1.88370 -0.57793 9.34876 0.61 -0.33 0.36
H -3.40128 -2.33161 10.44656 -0.20 0.62 -0.59
H -2.32261 -3.41442 9.65430 0.38 0.17 -0.08
H -3.71573 -3.06662 8.73611 -0.39 0.46 0.38
C 7.36489 2.00463 0.87409 0.94 1.33 1.71
N 8.19230 0.82424 1.31319 0.26 -2.22 -1.99
O 7.68030 -0.30032 1.21143 0.10 1.62 0.52
O 9.37896 0.98091 1.55841 -1.02 0.58 0.22
H 6.36019 1.95343 1.29367 0.12 -0.39 -0.51
H 7.46273 2.31251 -0.16694 -0.17 -1.12 -0.15
H 7.89376 2.81443 1.37670 -0.25 0.18 0.20
C 0.99410 7.60986 -5.26354 0.65 1.73 0.04
N 2.07218 6.67543 -4.86295 -2.59 -1.41 1.44
O 1.76174 5.98292 -3.89884 0.37 0.02 -0.05
O 3.09407 6.60207 -5.44926 1.71 0.30 -1.22
H 0.65114 8.01561 -4.31178 -0.30 -0.08 -0.28
H 0.17358 7.20595 -5.85658 0.42 -0.54 0.24
H 1.50628 8.39901 -5.81399 -0.26 -0.01 -0.15
C 4.56105 0.26321 -7.71954 -0.72 1.16 -0.26
N 4.76193 0.02397 -9.23726 0.40 0.22 1.63
O 4.60327 0.93587 -10.00241 -0.53 1.02 0.07
O 5.16820 -1.05076 -9.56275 0.26 -1.53 -0.01
H 4.31893 -0.61294 -7.11802 0.40 -0.24 -0.70
H 3.74901 0.98146 -7.60633 -0.17 -0.16 -0.37
H 5.40776 0.82128 -7.31987 0.37 -0.47 -0.36